Record 1
{
  "formula": "CH5N2S",
  "method": "ωB97M-V/def2-TZVPD",
  "homo_energy_ev": [-8.6, -8.6],
  "multiplicity": 2,
  "homo_lumo_gap_ev": [9.3, 5.5],
  "energy_ha": -548.720937,
  "total_charge": 0,
  "symbols": ["S", "H", "N", "C", "N", "H", "H", "H", "H"],
  "positions_angstrom": [[1.696, 1.463, 1.269], [2.915, 0.939, 0.996], [-0.858, -0.094, -0.331], [-0.979, -1.314, -0.891], [-2.019, -1.710, -1.545], [-1.545, 0.629, -0.513], [0.026, 0.234, 0.032], [-0.104, -1.936, -0.818], [-2.155, -2.700, -1.356]],
  "atomic_forces_ev_per_a": [[0.4, 0.0, 0.1], [-0.3, 0.1, 0.0], [0.3, 0.8, -0.3], [-1.1, -0.2, -0.8], [-0.2, 0.6, 1.6], [0.0, -0.5, 0.0], [-0.1, -0.2, -0.2], [0.5, -0.4, 0.8], [0.5, -0.2, -1.1]],
  "lowdin_charge": [0.4302, -0.2640, 0.0678, -0.4120, 0.0169, 0.1015, -0.0638, 0.1038, 0.0196]
}

***

Record 2
{
  "formula": "CH2N3O2P",
  "method": "ωB97M-V/def2-TZVPD",
  "homo_energy_ev": -11.2,
  "multiplicity": 1,
  "homo_lumo_gap_ev": 10.4,
  "energy_ha": -695.292699,
  "total_charge": 0,
  "smiles": "N#CP(N)[N+](=O)[O-]",
  "symbols": ["C", "N", "N", "N", "O", "O", "P", "H", "H"],
  "positions_angstrom": [[-1.187, -1.156, 0.507], [-1.769, -1.430, 1.469], [1.316, -0.330, 0.254], [-0.429, 1.002, -0.916], [0.127, 1.963, -0.495], [-1.545, 1.011, -1.418], [0.127, -0.621, -0.836], [1.123, 0.242, 1.110], [2.237, -0.682, 0.325]],
  "atomic_forces_ev_per_a": [[0.7, 0.7, -0.7], [0.4, 0.1, -0.9], [-0.2, 1.2, 1.9], [-2.7, 1.7, -0.2], [1.1, 1.0, 0.4], [-0.3, -0.1, -0.5], [0.4, -3.2, 1.8], [0.0, -0.7, -1.3], [0.7, -0.7, -0.7]],
  "lowdin_charge": [-0.3379, 0.0600, -0.2020, -0.6322, 0.0619, -0.0150, 0.9321, 0.0937, 0.0395]
}

***

Record 3
{
  "formula": "C10H13O3",
  "method": "ωB97M-V/def2-TZVPD",
  "homo_energy_ev": -3.8,
  "multiplicity": 1,
  "homo_lumo_gap_ev": 6.8,
  "energy_ha": -614.611091,
  "total_charge": -1,
  "symbols": ["C", "C", "C", "O", "O", "H", "H", "H", "H", "H", "C", "C", "C", "C", "C", "C", "C", "O", "H", "H", "H", "H", "H", "H", "H", "H"],
  "positions_angstrom": [[0.325, 2.256, 1.345], [0.079, 3.445, 0.419], [1.942, 2.235, 1.662], [2.575, 3.112, 1.036], [2.334, 1.388, 2.477], [-0.263, 2.357, 2.276], [0.066, 1.282, 0.871], [-0.993, 3.536, 0.154], [0.634, 3.361, -0.516], [0.311, 4.418, 0.869], [-0.037, -1.074, -3.492], [-1.733, -0.785, -0.130], [-1.241, -0.518, -1.389], [-1.316, -2.006, 0.406], [-0.505, -1.449, -2.134], [-0.579, -2.947, -0.285], [-0.287, -2.723, -1.618], [-1.557, -2.376, 1.718], [-2.236, -0.111, 0.555], [-1.412, 0.487, -1.756], [-1.978, -1.648, 2.167], [-0.327, -3.850, 0.260], [0.737, -1.734, -3.892], [0.493, -0.107, -3.495], [0.135, -3.407, -2.348], [-0.835, -1.019, -4.234]],
  "atomic_forces_ev_per_a": [[1.4, 0.2, -0.1], [-1.3, 0.1, -0.3], [-1.3, 0.4, -0.2], [0.2, -0.3, 0.2], [0.0, -0.3, 0.1], [0.4, -0.2, -0.2], [0.1, 0.6, 0.3], [0.1, -0.2, 0.0], [0.1, 0.0, 0.2], [0.3, -0.4, 0.1], [0.9, 0.5, -0.9], [1.0, -1.4, 0.7], [-0.1, 0.6, -0.1], [0.0, -0.3, 1.1], [-0.9, 0.3, 0.3], [-0.4, -0.6, -0.4], [0.2, 1.0, -0.4], [-0.1, 0.1, -0.5], [-0.1, 0.3, -0.5], [0.1, 0.0, -0.4], [-0.1, 0.4, 0.3], [0.0, 0.0, -0.2], [-0.2, -0.4, 0.2], [-0.5, -0.1, 0.2], [0.3, -0.4, 0.7], [-0.1, 0.0, 0.0]],
  "lowdin_charge": [-0.1804, -0.1813, -0.7424, -0.1010, -0.0985, 0.0827, 0.0722, 0.0436, 0.0581, 0.0627, -0.0778, -0.0227, -0.0493, -0.3136, -0.2972, -0.0227, -0.0418, 0.0317, 0.1155, 0.1158, 0.0890, 0.1168, 0.0702, 0.0867, 0.1082, 0.0754]
}

***

Record 4
{
  "formula": "C3H7N3O2",
  "method": "ωB97M-V/def2-TZVPD",
  "homo_energy_ev": -8.5,
  "multiplicity": 1,
  "homo_lumo_gap_ev": 9.3,
  "energy_ha": -433.246608,
  "total_charge": 0,
  "smiles": "CN(/N=C/O)C(N)=O",
  "symbols": ["C", "N", "C", "N", "C", "O", "N", "O", "H", "H", "H", "H", "H", "H", "H"],
  "positions_angstrom": [[-1.153, 0.382, 1.281], [-0.182, 0.141, 0.218], [0.804, -0.844, 0.327], [0.610, -1.753, 1.328], [0.391, 0.853, -1.897], [0.360, 1.811, -2.836], [-0.206, 1.093, -0.789], [1.808, -0.958, -0.371], [-0.112, 2.570, -2.456], [-0.337, -2.070, 1.480], [1.300, -2.494, 1.313], [0.923, -0.042, -2.247], [-1.942, -0.376, 1.211], [-1.600, 1.378, 1.179], [-0.663, 0.309, 2.258]],
  "atomic_forces_ev_per_a": [[0.1, -0.4, 0.0], [0.7, -0.5, 0.1], [0.4, 0.3, -0.8], [-0.6, -0.5, 0.8], [-0.4, 0.0, 0.4], [0.0, 0.2, -0.2], [0.8, -0.4, -0.7], [-0.7, 0.8, -0.1], [0.1, -0.1, -0.1], [0.1, 0.1, 0.2], [-0.2, 0.2, -0.1], [-0.3, 0.4, 0.5], [-0.1, 0.2, 0.2], [0.3, -0.4, -0.2], [-0.1, 0.0, -0.2]],
  "lowdin_charge": [-0.0515, -0.1373, -0.5633, 0.1464, -0.2416, 0.0351, 0.0879, 0.0240, 0.1092, 0.0918, 0.1105, 0.1381, 0.0789, 0.0867, 0.0849]
}

***

Record 5
{
  "formula": "C4H8O2",
  "method": "ωB97M-V/def2-TZVPD",
  "homo_energy_ev": -9.8,
  "multiplicity": 1,
  "homo_lumo_gap_ev": 10.5,
  "energy_ha": -307.659069,
  "total_charge": 0,
  "smiles": "C[C@H](C=O)CO",
  "symbols": ["C", "C", "C", "O", "C", "O", "H", "H", "H", "H", "H", "H", "H", "H"],
  "positions_angstrom": [[-1.268, -1.090, 0.220], [-0.205, 0.036, 0.130], [1.286, -0.121, -0.261], [1.989, 0.833, 0.526], [-0.831, 1.132, -0.706], [-2.016, 1.212, -0.925], [-2.180, -0.590, 0.564], [-1.039, -1.886, 0.933], [-1.523, -1.536, -0.747], [-0.125, 0.438, 1.145], [1.676, -1.127, -0.079], [1.445, 0.099, -1.327], [2.935, 0.743, 0.352], [-0.145, 1.883, -1.134]],
  "atomic_forces_ev_per_a": [[0.3, 0.0, 0.0], [-0.3, -0.1, 0.1], [-0.4, -0.4, -0.2], [0.2, 0.0, 0.0], [-0.4, 0.2, 0.0], [0.4, 0.1, 0.0], [0.2, -0.2, -0.1], [0.3, 0.1, -0.1], [0.2, 0.1, 0.1], [-0.1, 0.2, 0.1], [-0.2, 0.0, 0.1], [-0.1, -0.1, 0.1], [-0.2, 0.1, 0.0], [0.1, 0.1, 0.0]],
  "lowdin_charge": [-0.0567, -0.2946, -0.2318, -0.0706, -0.2331, 0.0492, 0.0771, 0.0757, 0.0824, 0.1454, 0.1196, 0.1162, 0.0916, 0.1296]
}

***

Record 6
{
  "formula": "C36H29Cl53FN4O4S2",
  "method": "ωB97M-V/def2-TZVPD",
  "homo_energy_ev": -10.4,
  "multiplicity": 1,
  "homo_lumo_gap_ev": 5.4,
  "energy_ha": -27194.798702,
  "total_charge": 1,
  "symbols": ["C", "C", "C", "C", "C", "O", "O", "C", "C", "C", "Cl", "C", "O", "C", "N", "C", "C", "C", "C", "S", "C", "S", "N", "C", "C", "O", "C", "C", "N", "N", "C", "C", "C", "C", "F", "H", "H", "H", "H", "H", "H", "H", "H", "H", "H", "H", "H", "H", "H", "H", "H", "H", "H", "H", "H", "H", "H", "H", "H", "H", "H", "H", "H", "H", "C", "Cl", "Cl", "Cl", "Cl", "C", "Cl", "Cl", "Cl", "Cl", "C", "Cl", "Cl", "Cl", "Cl", "C", "Cl", "Cl", "Cl", "Cl", "C", "Cl", "Cl", "Cl", "Cl", "C", "Cl", "Cl", "Cl", "Cl", "C", "Cl", "Cl", "Cl", "Cl", "C", "Cl", "Cl", "Cl", "Cl", "C", "Cl", "Cl", "Cl", "Cl", "C", "Cl", "Cl", "Cl", "Cl", "C", "Cl", "Cl", "Cl", "Cl", "C", "Cl", "Cl", "Cl", "Cl", "C", "Cl", "Cl", "Cl", "Cl"],
  "positions_angstrom": [[-2.841, -1.457, 1.171], [-2.618, -0.711, 0.226], [-2.179, 0.244, -0.904], [-0.825, -0.074, -1.555], [0.026, -1.348, -1.102], [0.317, -2.222, -1.879], [0.384, -1.421, 0.260], [1.373, -0.397, 0.569], [1.654, -0.337, 2.159], [3.229, -0.199, 2.348], [1.011, -1.864, 2.945], [-0.365, 0.861, -2.644], [0.886, 0.617, -3.294], [1.930, 1.017, -2.463], [2.834, 1.519, -1.949], [-1.236, 2.026, -3.018], [-0.734, 2.973, -4.178], [-0.348, 4.444, -3.711], [0.741, 4.486, -2.532], [1.394, 6.246, -2.546], [2.064, 6.422, -0.819], [3.702, 6.432, -0.602], [1.062, 6.519, 0.228], [1.743, 6.591, 1.546], [0.579, 6.628, 2.656], [-0.018, 7.948, 2.550], [-0.683, 8.105, 1.291], [0.177, 7.705, 0.011], [-2.493, 2.285, -2.389], [-3.174, 3.391, -2.879], [-3.016, 1.438, -1.358], [-4.408, 1.712, -0.671], [-5.419, 0.472, -0.747], [-6.128, 0.317, 0.684], [-6.462, 0.696, -1.715], [-2.839, -2.237, 1.983], [1.053, 0.646, 0.256], [2.304, -0.654, -0.026], [1.108, 0.533, 2.653], [3.477, 0.503, 3.197], [3.674, -1.222, 2.549], [3.683, 0.231, 1.402], [-1.564, 3.050, -4.962], [0.170, 2.499, -4.686], [0.155, 4.957, -4.602], [-1.240, 5.088, -3.437], [1.575, 3.772, -2.813], [0.291, 4.274, -1.515], [2.311, 7.578, 1.582], [2.375, 5.686, 1.783], [-0.225, 5.867, 2.403], [1.004, 6.478, 3.690], [-0.948, 9.206, 1.196], [-1.678, 7.535, 1.239], [-0.503, 7.476, -0.873], [0.822, 8.586, -0.308], [-4.182, 3.222, -2.928], [-2.938, 4.240, -2.357], [-4.250, 2.004, 0.422], [-4.960, 2.583, -1.162], [-4.919, -0.498, -1.051], [-6.840, 1.200, 0.780], [-6.669, -0.683, 0.742], [-5.365, 0.424, 1.525], [3.973, -3.430, -3.925], [3.997, -4.100, -5.566], [3.247, -4.609, -2.815], [5.632, -3.076, -3.407], [3.017, -1.934, -3.913], [-0.610, -4.178, 6.003], [1.151, -4.016, 5.827], [-1.423, -3.544, 4.551], [-1.024, -5.887, 6.217], [-1.146, -3.259, 7.421], [-7.769, -1.593, 4.685], [-8.542, -3.090, 5.244], [-8.865, -0.742, 3.578], [-7.413, -0.555, 6.078], [-6.256, -1.984, 3.837], [4.587, -8.742, -2.208], [6.008, -9.685, -1.718], [3.366, -8.803, -0.916], [5.066, -7.059, -2.498], [3.910, -9.426, -3.701], [4.050, 10.131, 2.596], [3.776, 8.406, 2.915], [5.732, 10.379, 2.093], [2.959, 10.671, 1.303], [3.728, 11.063, 4.070], [-5.237, -6.312, 3.996], [-5.502, -7.675, 5.100], [-5.464, -6.855, 2.321], [-6.398, -5.022, 4.367], [-3.583, -5.699, 4.200], [-2.329, 9.865, -2.150], [-3.393, 10.320, -0.806], [-2.827, 10.726, -3.617], [-0.653, 10.298, -1.750], [-2.446, 8.112, -2.429], [1.266, -6.828, 2.810], [1.599, -8.251, 1.803], [2.341, -5.498, 2.338], [-0.422, -6.331, 2.589], [1.551, -7.242, 4.513], [5.517, -2.838, -9.356], [4.664, -4.275, -8.758], [4.519, -2.023, -10.575], [5.825, -1.728, -8.006], [7.059, -3.326, -10.084], [-2.037, -6.011, 10.150], [-3.315, -6.105, 8.922], [-1.914, -4.344, 10.748], [-2.434, -7.092, 11.499], [-0.488, -6.500, 9.435], [0.176, -10.294, -2.747], [1.606, -11.229, -2.259], [-1.041, -10.362, -1.457], [0.631, -8.603, -3.036], [-0.500, -10.983, -4.235], [4.652, -5.333, 7.791], [3.619, -5.978, 6.500], [5.983, -4.404, 7.074], [3.690, -4.274, 8.843], [5.313, -6.673, 8.747], [2.357, 0.884, -12.120], [2.380, 0.218, -13.764], [1.636, -0.303, -11.012], [4.015, 1.248, -11.606], [1.392, 2.373, -12.099]],
  "atomic_forces_ev_per_a": [[0.9, 0.1, -0.8], [0.3, 1.0, -0.5], [0.8, 0.3, -0.8], [-1.7, 2.5, -0.7], [0.5, -0.9, 0.4], [-0.9, 1.8, 1.0], [-0.5, 1.4, -2.3], [0.5, 0.4, 0.7], [0.6, 0.1, -0.8], [-0.3, 0.0, 0.1], [0.5, 1.1, -0.3], [-3.2, -0.1, 2.4], [0.6, 1.2, 2.7], [-1.6, 0.0, -2.1], [-0.5, -0.6, 0.0], [1.4, -1.2, -0.2], [-0.5, 0.0, 0.0], [0.9, 0.4, 0.1], [-0.6, 0.0, -0.7], [-0.1, -0.7, 1.0], [-0.4, -0.5, 0.4], [-1.6, 0.0, -0.2], [2.2, 0.0, -1.2], [-1.6, 0.2, 1.5], [0.6, 0.7, -1.4], [-0.2, -0.8, -0.5], [-0.5, 0.1, -0.8], [-0.3, 0.6, -0.4], [2.0, -3.0, 1.1], [-0.5, 0.3, 0.0], [1.7, -1.6, 0.4], [-0.2, 0.3, -0.8], [-0.6, -0.5, 1.3], [0.3, 0.4, -0.7], [1.6, 0.1, 1.0], [-0.3, 1.4, -1.3], [0.1, -1.2, 0.2], [-0.9, 0.2, 1.0], [0.6, -1.3, -0.8], [-0.3, -0.9, -0.9], [-0.5, 1.3, -0.3], [-0.5, -0.5, 1.1], [1.0, -0.2, 1.1], [-1.3, 0.5, 0.9], [-0.8, -0.8, 1.0], [1.0, -0.9, -0.4], [-0.9, 0.8, 0.7], [0.6, 0.1, -1.1], [-0.9, -1.8, 0.0], [-0.4, 1.1, -0.8], [1.0, 0.5, 0.5], [-0.6, 0.4, -1.1], [0.4, -1.4, 0.1], [1.3, 0.5, 0.4], [0.9, 0.4, 1.4], [-0.6, -1.0, 0.6], [0.5, 0.0, 0.1], [-0.2, -0.5, -0.1], [0.0, -0.5, -1.5], [0.9, -1.1, 0.7], [-0.5, 1.3, 0.3], [0.7, -1.3, -0.1], [0.6, 1.5, 0.0], [-1.0, -0.4, -1.2], [0.0, -0.3, 0.0], [0.0, 0.2, 0.4], [-0.1, 0.6, -0.2], [-0.2, 0.0, -0.1], [0.0, 0.0, 0.0], [0.2, -0.1, 0.2], [-0.6, 0.1, 0.0], [0.3, 0.1, 0.2], [0.1, 0.4, -0.1], [0.1, -0.1, -0.2], [-0.1, 0.1, 0.1], [-0.1, 0.4, 0.0], [0.2, -0.1, 0.1], [0.0, -0.2, -0.2], [-0.2, 0.5, 0.0], [0.1, -0.1, 0.0], [-0.2, 0.1, -0.1], [0.5, 0.3, -0.1], [0.1, -0.6, 0.1], [0.4, 0.2, 0.1], [0.1, 0.1, 0.2], [0.7, 0.7, 0.5], [-0.3, -0.1, 0.1], [0.1, -0.1, 0.1], [0.0, -0.1, -0.2], [-0.1, -0.1, 0.0], [0.1, 0.2, -0.1], [0.0, 0.1, 0.2], [0.4, -0.8, -0.1], [-0.6, -0.2, -0.1], [0.0, 0.4, 0.0], [0.2, -0.1, -0.2], [0.1, -0.2, 0.2], [-0.4, 0.0, -0.2], [-0.1, 0.1, -0.1], [0.1, -0.1, 0.0], [-0.1, 0.2, 0.2], [-0.1, -0.2, 0.1], [0.2, -0.1, 0.0], [-0.1, -0.1, -0.4], [0.1, 0.0, -0.1], [0.1, 0.1, -0.2], [0.2, -0.2, 0.3], [-0.1, -0.1, -0.1], [-0.2, 0.1, 0.1], [0.0, -0.1, 0.0], [0.1, 0.0, 0.2], [0.0, -0.2, 0.0], [0.1, 0.2, -0.2], [-0.2, 0.1, 0.3], [0.0, -0.1, 0.0], [-0.6, -0.1, -0.1], [0.2, 0.0, -0.1], [-0.2, -0.2, 0.0], [0.1, 0.1, 0.2], [0.1, 0.0, 0.1], [0.4, 0.0, 0.2], [-0.2, -0.1, 0.1], [0.1, -0.1, -0.1], [-0.1, 0.2, -0.1], [0.0, 0.0, -0.1], [0.0, 0.1, 0.3], [0.0, 0.2, -0.2], [-0.3, 0.0, -0.1], [0.1, -0.2, 0.0]],
  "lowdin_charge": [0.1728, -0.0627, -0.0081, 0.1072, -0.3755, 0.1697, -0.0997, -0.1896, -0.6111, -0.1141, 0.5749, -0.0638, 0.0199, -0.2789, 0.2327, -0.0003, -0.1061, -0.2561, -0.4481, 0.8243, -1.0265, 0.7048, -0.1947, -0.2613, -0.1487, -0.1724, -0.1850, -0.2137, -0.0442, 0.1173, -0.0079, -0.0598, -0.3089, -0.0581, -0.0623, 0.0788, 0.1272, 0.1306, 0.1098, 0.0854, 0.0839, 0.0809, 0.1400, 0.1361, 0.1195, 0.0853, 0.0689, 0.0862, 0.0001, 0.1186, 0.1265, 0.1303, 0.1196, 0.1297, 0.0316, 0.0824, 0.1216, 0.1267, 0.1435, 0.1239, 0.1391, 0.0999, 0.0872, 0.0755, -2.0057, 0.5046, 0.4959, 0.5326, 0.5340, -1.9599, 0.4875, 0.4388, 0.4657, 0.5325, -2.0090, 0.5135, 0.5240, 0.5341, 0.4699, -1.9953, 0.5342, 0.4576, 0.4927, 0.4992, -1.9981, 0.5894, 0.5343, 0.5239, 0.5341, -1.9995, 0.5364, 0.5271, 0.4630, 0.4575, -2.0008, 0.5383, 0.5453, 0.5756, 0.5121, -1.9945, 0.5155, 0.5208, 0.5041, 0.4830, -2.0185, 0.4962, 0.4911, 0.5109, 0.5320, -2.0261, 0.5013, 0.5061, 0.5310, 0.4988, -2.0170, 0.4884, 0.5179, 0.4901, 0.5263, -2.0226, 0.4564, 0.5218, 0.5150, 0.5297, -2.0351, 0.5261, 0.4914, 0.5049, 0.5145]
}

***

Q: Number 4 is which compound?
A: C3H7N3O2